{
  "formula": "C2H2N3O2",
  "method": "wB97M-V/def2-TZVPD",
  "orbital_gap_ev": 9.10,
  "de_lowest_ev": 2.688,
  "smiles": "O=C([O-])n1cn[nH]1",
  "multiplicity": 1,
  "charge": -1,
  "homo_ev": -4.68,
  "symbols": ["O", "C", "O", "N", "C", "N", "N", "H", "H"],
  "xyz": [[1.290, -0.152, -1.771], [0.363, -0.758, -1.177], [-0.454, -1.565, -1.578], [0.181, -0.446, 0.231], [-0.960, 0.049, 0.758], [-0.543, 1.112, 1.416], [0.882, 0.898, 1.033], [-2.015, -0.427, 0.862], [1.255, 1.290, 0.225]]
}


{
  "formula": "N2O3",
  "method": "wB97M-V/def2-TZVPD",
  "orbital_gap_ev": [8.14, 9.70],
  "de_lowest_ev": 0.369,
  "multiplicity": 3,
  "homo_ev": [-8.44, -12.05],
  "symbols": ["N", "N", "O", "O", "O"],
  "xyz": [[1.592, -0.978, -0.869], [-0.863, 0.480, -0.041], [-2.014, 0.752, -0.257], [1.555, -0.532, 0.179], [-0.270, 0.278, 0.988]]
}


{
  "formula": "C14H28Cl2O2SSi",
  "method": "wB97M-V/def2-TZVPD",
  "orbital_gap_ev": 8.84,
  "smiles": "CCSC[SiH2]/C(Cl)=C(\\C)Cl.C1CCOC1.C1CCOC1",
  "multiplicity": 1,
  "homo_ev": -8.37,
  "symbols": ["C", "C", "S", "C", "Si", "C", "Cl", "C", "C", "Cl", "H", "H", "H", "H", "H", "H", "H", "H", "H", "H", "H", "H", "C", "C", "C", "O", "C", "H", "H", "H", "H", "H", "H", "H", "H", "C", "C", "C", "O", "C", "H", "H", "H", "H", "H", "H", "H", "H"],
  "xyz": [[-0.501, 1.777, -1.180], [-0.300, 0.180, -1.493], [1.423, -0.314, -2.036], [2.288, 1.042, -2.997], [4.140, 1.270, -2.402], [4.298, 1.721, -0.536], [5.416, 0.631, 0.528], [3.652, 2.866, 0.162], [2.669, 3.883, -0.666], [3.924, 3.232, 1.983], [-1.611, 1.922, -0.778], [-0.414, 2.479, -2.123], [0.207, 2.150, -0.295], [-1.160, -0.186, -2.231], [-0.507, -0.399, -0.470], [1.698, 2.057, -3.060], [2.384, 0.654, -4.121], [4.820, 2.336, -3.172], [4.818, -0.031, -2.574], [1.873, 3.242, -1.237], [2.098, 4.614, 0.047], [3.323, 4.441, -1.460], [-0.627, -4.646, -0.315], [-2.118, -4.543, -0.122], [-2.374, -3.078, -0.398], [-1.385, -2.654, -1.347], [-0.389, -3.680, -1.456], [-0.281, -5.659, -0.535], [-0.111, -4.294, 0.586], [-2.632, -5.159, -0.870], [-2.456, -4.856, 0.869], [-2.247, -2.475, 0.508], [-3.374, -2.895, -0.801], [-0.520, -4.172, -2.426], [0.608, -3.231, -1.425], [-1.667, 0.320, 3.709], [-2.951, 0.349, 2.921], [-2.909, 1.727, 2.297], [-1.525, 2.053, 2.102], [-0.727, 1.095, 2.811], [-1.310, -0.689, 3.929], [-1.801, 0.852, 4.658], [-2.923, -0.417, 2.137], [-3.844, 0.184, 3.529], [-3.339, 2.480, 2.966], [-3.435, 1.770, 1.339], [-0.256, 0.440, 2.071], [0.058, 1.611, 3.371]]
}


{
  "formula": "C29H68BN2O10",
  "method": "wB97M-V/def2-TZVPD",
  "orbital_gap_ev": 5.74,
  "multiplicity": 1,
  "charge": -1,
  "homo_ev": -3.87,
  "symbols": ["C", "C", "C", "C", "C", "B", "C", "O", "C", "C", "O", "C", "C", "O", "C", "C", "N", "C", "C", "N", "C", "C", "C", "O", "H", "H", "H", "H", "H", "H", "H", "H", "H", "H", "H", "H", "H", "H", "H", "H", "H", "H", "H", "H", "H", "H", "H", "H", "H", "H", "H", "H", "H", "H", "H", "H", "H", "H", "H", "H", "H", "H", "C", "O", "C", "C", "O", "C", "H", "H", "H", "H", "H", "H", "H", "H", "H", "H", "C", "O", "C", "C", "O", "C", "H", "H", "H", "H", "H", "H", "H", "H", "H", "H", "C", "O", "C", "C", "O", "C", "H", "H", "H", "H", "H", "H", "H", "H", "H", "H"],
  "xyz": [[8.171, 1.746, -1.912], [6.992, 2.622, -1.420], [6.280, 3.293, -2.586], [4.912, 3.967, -2.264], [4.802, 4.240, -0.751], [3.669, 2.937, -2.754], [2.289, 3.691, -2.254], [1.091, 3.319, -2.961], [-0.059, 3.941, -2.494], [-1.190, 2.937, -2.293], [-2.461, 3.591, -2.298], [-2.730, 4.311, -1.129], [-3.843, 3.677, -0.327], [-3.494, 2.376, 0.097], [-4.231, 1.332, -0.514], [-3.335, 0.129, -0.683], [3.912, 1.601, -1.998], [2.730, 0.870, -1.593], [3.078, -0.567, -1.204], [3.824, 2.791, -4.304], [3.461, 3.962, -5.086], [3.302, 1.607, -4.839], [4.347, 0.618, -5.362], [2.147, 1.316, -4.951], [9.085, 2.335, -1.923], [8.335, 0.964, -1.175], [7.979, 1.308, -2.884], [6.329, 1.961, -0.882], [7.419, 3.338, -0.725], [6.933, 4.066, -2.999], [6.166, 2.542, -3.367], [4.851, 4.954, -2.731], [4.660, 3.328, -0.184], [3.953, 4.891, -0.542], [5.685, 4.794, -0.431], [2.133, 3.618, -1.175], [2.440, 4.769, -2.435], [0.129, 4.430, -1.537], [-0.418, 4.718, -3.182], [-1.063, 2.374, -1.373], [-1.175, 2.253, -3.136], [-1.867, 4.410, -0.475], [-3.049, 5.330, -1.356], [-4.010, 4.290, 0.560], [-4.754, 3.698, -0.926], [-4.626, 1.606, -1.489], [-5.085, 1.085, 0.130], [-3.934, -0.695, -1.061], [-2.830, -0.136, 0.235], [-2.573, 0.372, -1.418], [4.572, 1.002, -2.482], [2.331, 1.325, -0.685], [1.928, 0.835, -2.338], [2.188, -1.084, -0.866], [3.800, -0.542, -0.396], [3.513, -1.069, -2.066], [4.112, 4.088, -5.957], [3.468, 4.876, -4.507], [2.446, 3.848, -5.483], [4.428, -0.253, -4.719], [5.318, 1.104, -5.346], [4.146, 0.352, -6.394], [-7.154, 0.279, 2.197], [-7.663, -0.371, 1.044], [-7.627, -1.786, 1.139], [-8.991, -2.358, 1.454], [-9.421, -2.000, 2.763], [-10.369, -0.947, 2.761], [-7.399, 1.337, 2.123], [-7.596, -0.120, 3.114], [-6.065, 0.172, 2.239], [-6.895, -2.108, 1.885], [-7.304, -2.166, 0.164], [-8.928, -3.452, 1.424], [-9.724, -2.042, 0.706], [-11.336, -1.306, 2.394], [-10.037, -0.107, 2.147], [-10.489, -0.606, 3.789], [9.677, -3.525, 3.126], [10.666, -2.520, 3.002], [10.932, -2.166, 1.652], [10.261, -0.865, 1.269], [8.849, -0.993, 1.249], [8.226, -0.440, 2.396], [9.398, -3.591, 4.177], [8.786, -3.288, 2.540], [10.076, -4.495, 2.807], [10.625, -2.967, 0.973], [12.017, -2.043, 1.560], [10.573, -0.595, 0.255], [10.569, -0.060, 1.942], [8.264, 0.654, 2.357], [8.696, -0.789, 3.319], [7.183, -0.752, 2.390], [-8.521, -4.693, 4.512], [-7.935, -5.720, 3.725], [-7.663, -6.904, 4.457], [-8.699, -7.974, 4.189], [-9.973, -7.612, 4.703], [-10.860, -7.140, 3.705], [-8.871, -3.912, 3.841], [-9.370, -5.064, 5.092], [-7.774, -4.264, 5.190], [-7.600, -6.692, 5.529], [-6.686, -7.271, 4.126], [-8.396, -8.894, 4.700], [-8.759, -8.187, 3.118], [-11.199, -7.969, 3.073], [-10.395, -6.374, 3.080], [-11.724, -6.706, 4.206]]
}


Number 1: E -392.1194 Eh. Number 2: E -335.0125 Eh. Number 3: E -2308.6120 Eh. Number 4: E -2032.3884 Eh.